No. 1
A molecular structure, C6H8CuO6 at a distorted geometry. Source: the OMol25 dataset; level of theory: ωB97M-V/def2-TZVPD.

The geometry in XYZ format:
```
21
Properties=species:S:1:pos:R:3:forces:R:3:lowdin_spin:R:1
O -0.923446 -1.451994 0.965327 0.626 0.039 -0.636 0.037
C -1.013747 -1.166928 2.325620 -1.631 0.007 0.387 0.003
O -2.089477 -1.296699 2.897155 0.783 0.006 -0.355 0.003
O 0.097394 -0.754427 2.749415 1.508 0.271 -0.196 0.005
C -2.113995 -1.662464 0.221051 -1.039 -0.209 0.170 0.108
H -2.459790 -2.700218 0.389840 0.134 0.289 -0.049 0.023
H -2.914970 -1.004999 0.596864 0.360 -0.206 -0.032 0.001
C -1.847625 -1.416194 -1.213763 0.180 0.084 -0.136 0.723
H -1.080834 -2.010379 -1.711908 -0.264 0.280 0.010 0.040
H -2.314192 -0.571147 -1.722813 0.215 -0.388 0.060 0.047
O 1.652716 2.484116 -0.620581 0.207 0.451 0.467 0.000
C 1.306745 1.478361 -1.400504 -0.244 -1.414 0.694 0.001
C 1.299173 3.736227 -1.226850 0.026 0.225 0.038 0.000
O 1.390803 0.309074 -1.073720 0.218 0.531 0.282 0.005
O 0.807915 1.879946 -2.550504 -0.197 0.100 -0.611 0.001
C 0.709149 3.313525 -2.580145 -0.045 0.132 -0.140 0.000
H 2.205573 4.342292 -1.318192 -0.216 -0.127 0.034 0.000
H 0.573102 4.239283 -0.579182 0.208 -0.122 -0.151 0.000
H 1.281261 3.682340 -3.436780 -0.149 -0.094 0.182 0.000
H -0.347520 3.579136 -2.689150 0.268 -0.063 -0.006 0.000
Cu 1.288100 -0.538674 1.096445 -0.946 0.207 -0.012 0.002
```
Forces are in eV/Å.

Properties
Spin multiplicity   2
LUMO level (alpha / beta)   -0.1 / -0.2 eV
Energy relative to the best compared isomer or geometry (same formula, charge and spin)   0.0 kJ/mol
E_HOMO (alpha / beta)   -8.37 / -8.70 eV
Charge   0
Kohn-Sham gap (alpha / beta)   0.3043 / 0.3137 hartree

=====

No. 2
A molecular structure, C6H8F6LiNO5S3. Source: the OMol25 dataset; level of theory: ωB97M-V/def2-TZVPD.

The geometry in XYZ format:
```
30
Properties=species:S:1:pos:R:3:forces:R:3:lowdin_charge:R:1
Li -1.561331 -1.266826 -0.403328 -0.583 -0.047 0.219 0.635
F 1.596554 -4.835490 -0.049569 -0.053 -0.099 -0.046 0.163
C 2.004509 -3.584284 0.086754 -0.096 -0.103 0.046 -0.700
F 3.138076 -3.413885 -0.569750 0.112 0.064 -0.084 0.164
F 2.201526 -3.328036 1.377386 0.033 -0.006 0.108 0.148
S 0.728029 -2.403300 -0.500714 0.155 0.213 -0.045 0.604
O -0.503816 -2.764620 0.193413 0.252 0.027 -0.156 -0.347
O 1.225596 -1.086212 -0.171901 -0.080 -0.174 -0.098 -0.289
N 0.705742 -2.753018 -2.037606 -0.072 0.364 0.016 -0.283
S -0.195044 -1.847741 -2.982148 -0.051 -0.409 0.377 0.633
O -1.276444 -1.210214 -2.228486 0.276 -0.063 -0.472 -0.387
O -0.504125 -2.536024 -4.186738 -0.037 0.064 0.036 -0.240
C 0.883006 -0.426181 -3.514729 -0.003 -0.071 0.106 -0.681
F 0.786298 0.587069 -2.662118 0.008 0.083 0.117 0.134
F 0.490433 -0.014170 -4.711477 -0.078 0.063 -0.121 0.154
F 2.148243 -0.815378 -3.583187 0.108 -0.044 -0.031 0.153
O -1.969217 0.211326 0.580581 0.182 0.359 0.086 -0.613
S -1.030156 1.401654 0.436093 0.033 -0.334 -0.372 0.974
C -1.902290 2.808503 1.145494 -0.151 0.040 0.164 -0.316
C -0.951089 3.455976 2.144764 -0.054 0.035 0.007 -0.232
C -0.295055 2.289627 2.882649 0.081 0.003 0.031 -0.222
C 0.157224 1.309966 1.802674 -0.013 -0.076 0.121 -0.307
H -2.762296 2.358370 1.647701 0.003 0.032 -0.015 0.103
H -2.252510 3.450902 0.340893 0.039 0.048 0.019 0.092
H -1.495954 4.127199 2.808471 0.014 -0.027 0.038 0.116
H -0.194737 4.056566 1.634089 0.001 -0.036 -0.047 0.116
H -1.018311 1.810044 3.544271 -0.032 0.006 -0.025 0.119
H 0.546229 2.612108 3.495403 -0.003 -0.004 0.003 0.115
H 0.163386 0.259712 2.091240 0.035 0.022 0.045 0.095
H 1.137524 1.546358 1.389876 -0.024 0.071 -0.027 0.098
```
Forces are in eV/Å.

Properties
LUMO level   0.2 eV
E_HOMO   -10.15 eV
Charge   0
Kohn-Sham gap   0.3802 hartree

=====

No. 3
A molecular structure, C6H8F6MnN3O15S2 at a distorted geometry. Source: the OMol25 dataset; level of theory: ωB97M-V/def2-TZVPD.

The geometry in XYZ format:
```
41
Properties=species:S:1:pos:R:3:forces:R:3:lowdin_spin:R:1
Mn -0.286623 -1.134897 -0.096398 3.005 -1.675 -1.132 4.624
C 0.718167 0.250203 -4.368128 0.524 -2.034 1.594 0.003
F 0.748937 -1.081797 -4.079848 -0.131 1.088 -0.700 0.001
F 1.809397 0.516063 -5.109438 -0.839 0.238 -0.045 0.001
F -0.412123 0.476823 -5.075848 0.978 0.379 0.503 0.000
S 0.836707 1.124483 -2.635648 -3.150 -4.458 2.797 0.009
O 0.396647 2.444023 -3.005198 0.430 0.372 0.366 0.005
O -0.129713 0.376033 -1.707628 2.950 2.781 -3.703 0.029
N 2.453777 0.794103 -2.143638 -3.257 1.854 -2.368 0.001
S 3.038077 2.241803 -2.468078 2.885 2.512 1.056 0.001
O 2.955607 2.962763 -3.725658 -0.276 -0.845 -0.504 0.000
O 2.901367 3.129183 -1.331628 0.441 -0.346 -0.106 0.000
C 4.861257 1.733183 -2.612048 0.503 -0.995 1.193 0.000
F 4.995137 0.970623 -3.722908 0.326 0.763 0.339 0.000
F 5.826897 2.726853 -2.613978 -1.363 -0.437 -0.701 0.000
F 5.232747 0.967843 -1.563498 -0.234 0.045 -0.312 0.000
O 1.387417 -2.118397 -1.064508 -0.738 0.524 -0.985 0.071
H 1.145357 -1.948187 -1.995618 0.256 -0.484 0.573 0.004
O 1.237537 -0.155097 0.749182 -0.037 1.025 1.706 0.079
H 1.609107 -0.546467 1.563612 -0.355 0.171 -0.744 0.010
N -1.798903 -3.316687 -1.997158 2.818 -0.995 -0.046 0.004
O -1.667303 -2.129557 -1.691658 -1.705 2.777 0.552 0.029
O -0.822113 -4.017977 -1.762228 -0.300 -1.662 -0.040 0.003
O -2.786303 -3.745587 -2.597038 -1.600 -0.139 -0.451 0.004
N 0.449707 -3.498127 1.875092 3.433 -1.361 -2.538 0.008
O 0.782727 -3.630527 3.079442 -0.621 -0.364 0.159 0.008
O -0.213563 -2.531137 1.514792 -2.351 1.074 1.034 0.033
O 0.956307 -4.208497 0.949352 -1.054 0.008 2.440 0.008
C -2.131593 1.857323 4.954602 -0.848 0.044 0.085 0.001
C -2.659543 0.659203 4.134722 0.226 1.255 0.023 0.001
C -3.971653 0.843003 3.370502 0.478 1.586 0.424 0.002
O -3.631263 0.557553 2.053392 -1.813 -0.026 -0.930 0.006
C -2.325553 0.406963 1.871702 0.933 -2.985 -1.823 0.018
O -1.925183 -0.001647 0.786142 -0.753 2.117 3.189 0.033
O -1.725943 0.502123 3.085372 1.098 -0.643 -0.993 0.004
H -2.895503 2.143503 5.677552 0.147 -0.317 0.654 0.000
H -1.994233 2.799083 4.423272 -0.047 -0.338 -0.853 0.000
H -1.155533 1.654213 5.395212 -0.273 -0.305 0.234 0.000
H -2.823023 -0.208407 4.773962 0.986 -0.360 -0.078 0.000
H -4.192913 1.910283 3.378322 -0.725 0.108 0.326 0.000
H -4.794303 0.225753 3.731552 0.055 0.049 -0.195 0.001
```
Forces are in eV/Å.

Properties
Spin multiplicity   6
LUMO level (alpha / beta)   5.4 / 5.4 eV
E_HOMO (alpha / beta)   3.15 / 2.94 eV
Charge   -3
Kohn-Sham gap (alpha / beta)   0.0831 / 0.0897 hartree

=====

No. 4
A single C6H8FN molecule at a distorted geometry. Source: the OMol25 dataset; level of theory: ωB97M-V/def2-TZVPD.

The geometry in XYZ format:
```
16
Properties=species:S:1:pos:R:3:forces:R:3:lowdin_charge:R:1
F -3.597027 0.044104 -0.006665 1.294 0.867 -0.127 -0.035
C -2.251660 0.368866 -0.016196 0.165 -5.129 -0.223 -0.095
C -1.322070 -0.669856 -0.126727 2.299 1.800 1.073 0.004
C 0.120101 -0.124905 0.018786 1.825 0.334 -0.879 -0.222
C 0.785105 1.057382 -0.002889 -0.356 -2.167 -0.230 -0.083
C 2.286663 0.870603 0.053034 0.907 4.110 1.323 -0.319
N 2.670538 -0.487269 -0.151037 -1.835 -0.325 -3.687 -0.066
C 1.333423 -1.104054 0.233179 -0.259 0.318 0.420 -0.189
H -2.020635 1.413556 0.127722 -0.079 -0.065 -0.087 0.112
H -1.118505 -1.882332 -0.170022 -2.139 3.309 -0.034 0.169
H 0.456948 2.045741 0.010158 -0.962 1.473 -0.198 0.076
H 2.589058 1.093719 1.133016 -0.132 0.304 -1.130 0.125
H 2.754554 1.712418 -0.642538 -0.415 -1.972 1.421 0.146
H 2.780099 -0.517721 -1.287009 -0.597 -0.624 3.410 0.168
H 1.273571 -1.267472 1.335971 0.668 -0.446 -0.711 0.129
H 1.255019 -1.972168 -0.345175 -0.385 -1.788 -0.340 0.078
```
Forces are in eV/Å.

Properties
LUMO level   0.6 eV
Energy relative to the best compared isomer or geometry (same formula, charge and spin)   357.2 kJ/mol
SMILES string   F/C=C/C1=CCNC1
E_HOMO   -8.50 eV
Charge   0
Kohn-Sham gap   0.3351 hartree

=====

No. 5
A molecular structure, C6H8FN at a distorted geometry. Source: the OMol25 dataset; level of theory: ωB97M-V/def2-TZVPD.

The geometry in XYZ format:
```
16
Properties=species:S:1:pos:R:3:forces:R:3:lowdin_charge:R:1
C 0.145572 1.635978 0.022527 0.712 0.587 0.037 -0.084
C 1.307828 0.981053 0.005685 -0.121 0.141 0.006 -0.081
C -1.135443 1.002196 -0.042686 0.182 -5.046 -0.983 -0.245
C 1.504366 -0.497679 -0.038340 -0.128 -0.192 0.059 -0.194
C 0.286429 -1.311348 0.395254 -0.099 -0.159 -0.145 -0.179
C -0.917391 -0.908728 -0.405564 -0.442 3.976 0.968 -0.203
N -2.260550 1.489967 0.120090 -0.403 1.131 0.146 0.138
F -2.084010 -1.470437 0.039159 -0.063 -0.186 0.030 -0.027
H 0.135076 2.715248 0.073140 0.046 0.195 0.058 0.106
H 2.223122 1.558951 0.023945 0.015 0.138 0.010 0.105
H 1.786522 -0.771160 -1.060967 0.093 -0.056 0.008 0.122
H 2.354803 -0.755788 0.600528 -0.038 -0.010 -0.128 0.116
H 0.491143 -2.378472 0.269600 0.005 -0.032 0.054 0.115
H 0.079324 -1.131724 1.453848 -0.023 -0.017 -0.052 0.128
H -0.857061 -1.033708 -1.483851 0.132 -0.031 -0.050 0.128
H -3.059728 0.875654 0.027628 0.133 -0.440 -0.018 0.056
```
Forces are in eV/Å.

Properties
LUMO level   0.8 eV
Energy relative to the best compared isomer or geometry (same formula, charge and spin)   146.9 kJ/mol
E_HOMO   -8.70 eV
Charge   0
Kohn-Sham gap   0.3493 hartree

=====

No. 6
2 unconnected molecules or ions with the total composition C6H8FO2 at a distorted geometry. Source: the OMol25 dataset; level of theory: ωB97M-V/def2-TZVPD.

The geometry in XYZ format:
```
17
Properties=species:S:1:pos:R:3:forces:R:3:lowdin_charge:R:1
C 2.679872 -0.277706 1.314218 -1.893 -1.145 -0.156 -0.157
C 1.491772 -0.859115 1.531001 -1.185 1.688 -2.238 -0.034
C -1.004449 -1.843330 -0.472668 -0.144 2.936 -1.926 -0.735
C -1.439063 1.491029 -1.198256 -0.139 0.074 -1.082 -0.129
C -0.744105 0.939715 0.035414 0.424 -2.063 0.438 -0.226
C -0.128872 -0.448194 -0.302062 2.409 -1.457 0.460 -0.091
O -1.428746 -2.027538 -1.636193 0.716 0.094 0.528 -0.060
O -1.242878 -2.347893 0.585164 -0.532 -1.678 2.308 -0.018
F 0.798436 -0.371915 -1.374428 -0.982 0.609 1.336 -0.059
H 3.441537 -0.212818 2.113132 -0.067 0.149 -0.857 0.025
H 2.729037 -0.006274 0.244043 1.076 0.388 0.700 0.025
H 1.042141 -1.217798 2.437964 -0.019 -0.302 0.315 0.004
H -1.674871 2.554098 -1.023264 0.242 -0.207 -0.352 0.056
H -0.724250 1.342158 -2.070896 -1.123 0.511 0.882 0.089
H -2.423666 0.997434 -1.446932 1.225 0.178 0.362 0.088
H -1.470391 0.728396 0.857438 0.662 0.318 -0.436 0.119
H 0.098496 1.559750 0.406324 -0.669 -0.092 -0.283 0.102
```
Forces are in eV/Å.

Properties
LUMO level (alpha / beta)   3.8 / 3.8 eV
Energy relative to the best compared isomer or geometry (same formula, charge and spin)   196.8 kJ/mol
E_HOMO (alpha / beta)   -3.95 / -3.96 eV
Charge   -1
Kohn-Sham gap (alpha / beta)   0.2855 / 0.2858 hartree

=====

charge of number 6 (C6H8FO2)?
-1